1.
CF4O3PSr | ωB97M-V/def2-TZVPD

<S²> = 0.7502
LUMO energy (spin up / spin down) = -0.318 / -0.641 eV
E_HOMO (spin up / spin down) = -0.2166 / -0.4210 Eh
Kohn-Sham gap (spin up / spin down) = 5.58 / 10.81 eV

ORCA input file:
```
! RIJCOSX wB97M-V def2-TZVPD def2/J DEFGRID3
* xyz 0 2
C -1.2259 -1.4839 0.2427
O -0.7494 0.1839 -0.5970
O -0.1538 -1.5820 0.8832
O -2.2370 -2.0472 0.0453
Sr -1.7393 2.4649 -0.1020
P 0.8307 0.2827 -0.1436
F 1.5742 1.3926 -1.0244
F 0.3081 1.5790 0.8958
F 1.9600 0.0475 0.9463
F 1.4325 -0.8375 -1.1463
*
```

Atomic partial charges in e from the Löwdin method, atoms 1 to 5:
1 C -0.46
2 O -0.52
3 O 0.02
4 O 0.19
5 Sr 1.09



2.
CF4S2 | ωB97M-V/def2-TZVPD

SMILES = FSC(F)(F)SF
LUMO energy = -1.622 eV
E_HOMO = -0.3738 Eh
Kohn-Sham gap = 8.55 eV

ORCA input file:
```
! RIJCOSX wB97M-V def2-TZVPD def2/J DEFGRID3
* xyz 0 1
F 2.4226 0.6077 -0.2305
S 1.5554 -0.7086 -0.7602
C 0.0142 -0.0600 -0.0122
F 0.0294 -0.1274 1.3533
F -0.1921 1.2245 -0.3280
S -1.2535 -1.1987 -0.6754
F -2.4776 -0.3995 0.0936
*
```

Atomic partial charges in e from the Löwdin method, atoms 1 to 5:
1 F -0.44
2 S 0.96
3 C -1.08
4 F 0.00
5 F 0.04



3.
CFN | ωB97M-V/def2-TZVPD

SMILES = N#CF
LUMO energy (spin up / spin down) = -0.103 / -0.103 eV
E_HOMO (spin up / spin down) = -0.3787 / -0.3783 Eh
Kohn-Sham gap (spin up / spin down) = 10.20 / 10.19 eV

ORCA input file:
```
! RIJCOSX wB97M-V def2-TZVPD def2/J DEFGRID3
* xyz 0 1
N -1.3732 -0.5476 0.2522
C 0.1318 0.0403 -0.0219
F 1.2414 0.5073 -0.2303
*
```

The net atomic charges from Löwdin, expressed in e, are:
1 N 0.01
2 C -0.18
3 F 0.17



Computed E_tot (eV) in order:
-28177.5342 -33575.2672 -5237.2680